[1]
{"formula": "C13H28NO4S2", "method": "ωB97M-V with the def2-TZVPD basis set", "e_homo_ha": -0.1949, "multiplicity": 1, "energy_ha": -1664.2584, "lumo_ev": 2.49, "total_charge": -1, "orbital_gap_ha": 0.286, "symbols": ["C", "C", "C", "C", "C", "C", "C", "C", "C", "C", "C", "C", "C", "S", "O", "O", "N", "S", "O", "O", "H", "H", "H", "H", "H", "H", "H", "H", "H", "H", "H", "H", "H", "H", "H", "H", "H", "H", "H", "H", "H", "H", "H", "H", "H", "H", "H", "H"], "positions_angstrom": [[1.407, 0.720, -5.918], [2.145, -0.365, -5.137], [2.000, -0.271, -3.610], [0.600, 0.071, -3.097], [-0.368, -1.115, -3.113], [-0.048, -2.232, -2.116], [0.008, -1.787, -0.644], [-0.876, -2.622, 0.317], [-2.072, -1.852, 0.904], [-1.772, -1.119, 2.213], [-1.086, 0.250, 2.058], [-1.878, 1.419, 2.673], [-0.982, 2.600, 3.051], [-0.435, 2.574, 4.756], [-0.277, 3.963, 5.160], [-1.424, 1.833, 5.515], [0.946, 1.793, 4.577], [2.006, 1.920, 5.768], [1.954, 0.799, 6.677], [3.307, 2.257, 5.233], [1.541, 1.691, -5.441], [1.769, 0.790, -6.942], [0.336, 0.522, -5.959], [3.209, -0.280, -5.375], [1.852, -1.353, -5.493], [2.726, 0.439, -3.215], [2.275, -1.242, -3.194], [0.690, 0.452, -2.079], [0.149, 0.876, -3.675], [-0.400, -1.550, -4.116], [-1.376, -0.744, -2.908], [-0.795, -3.020, -2.222], [0.901, -2.693, -2.399], [1.039, -1.802, -0.292], [-0.317, -0.750, -0.571], [-0.258, -2.977, 1.142], [-1.245, -3.501, -0.212], [-2.881, -2.563, 1.092], [-2.451, -1.154, 0.153], [-1.158, -1.758, 2.847], [-2.712, -0.965, 2.745], [-0.098, 0.249, 2.522], [-0.918, 0.481, 1.003], [-2.618, 1.775, 1.950], [-2.426, 1.077, 3.547], [-0.095, 2.614, 2.422], [-1.490, 3.555, 2.933], [1.595, 2.994, 6.472]], "lowdin_charge": [-0.12, -0.26, -0.21, -0.22, -0.21, -0.21, -0.19, -0.19, -0.22, -0.19, -0.20, -0.23, -0.26, 0.48, -0.38, -0.35, -0.38, 0.50, -0.40, -0.40, 0.07, 0.06, 0.07, 0.10, 0.10, 0.11, 0.10, 0.10, 0.09, 0.11, 0.11, 0.10, 0.10, 0.11, 0.08, 0.10, 0.09, 0.10, 0.11, 0.11, 0.10, 0.10, 0.09, 0.11, 0.09, 0.09, 0.09, 0.05]}

---

[2]
{"formula": "C29H60NO6PSi4", "method": "ωB97M-V with the def2-TZVPD basis set", "e_homo_ha": -0.2789, "multiplicity": 1, "energy_ha": -3146.5980, "lumo_ev": -0.64, "orbital_gap_ha": 0.255, "smiles": "CCCCO[C@]1(CC(=O)c2ccccc2)NC(=O)C[C@@H]1P(C)O.C[Si](C)(C)O[Si](C)(C)C.C[Si](C)(C)O[Si](C)(C)C", "symbols": ["C", "C", "C", "C", "O", "C", "C", "C", "O", "C", "C", "C", "C", "C", "C", "N", "C", "O", "C", "C", "P", "C", "O", "H", "H", "H", "H", "H", "H", "H", "H", "H", "H", "H", "H", "H", "H", "H", "H", "H", "H", "H", "H", "H", "H", "H", "H", "O", "Si", "C", "C", "C", "Si", "C", "C", "C", "H", "H", "H", "H", "H", "H", "H", "H", "H", "H", "H", "H", "H", "H", "H", "H", "H", "H", "O", "Si", "C", "C", "C", "Si", "C", "C", "C", "H", "H", "H", "H", "H", "H", "H", "H", "H", "H", "H", "H", "H", "H", "H", "H", "H", "H"], "positions_angstrom": [[-4.779, -0.921, 5.201], [-3.677, -1.281, 4.071], [-2.907, 0.035, 3.485], [-2.176, 0.772, 4.701], [-1.459, 1.985, 4.360], [-0.589, 1.837, 3.227], [0.368, 0.556, 3.079], [0.629, 0.076, 1.568], [-0.273, -0.617, 1.002], [1.983, 0.406, 0.763], [3.200, 1.122, 1.428], [4.544, 1.428, 0.702], [4.680, 1.017, -0.782], [3.475, 0.322, -1.483], [2.134, 0.016, -0.757], [0.419, 2.946, 3.488], [0.996, 3.487, 2.267], [2.094, 4.056, 2.038], [-0.118, 3.279, 1.122], [-1.281, 2.470, 1.880], [-2.390, 3.834, 2.686], [-2.622, 5.299, 1.507], [-4.007, 3.209, 2.908], [-5.779, -1.451, 5.057], [-4.355, -1.117, 6.260], [-4.969, 0.213, 5.145], [-4.270, -1.699, 3.169], [-2.948, -2.098, 4.394], [-3.713, 0.647, 2.958], [-2.180, -0.362, 2.692], [-2.920, 1.051, 5.535], [-1.423, 0.041, 5.167], [1.406, 0.854, 3.494], [0.057, -0.371, 3.664], [3.143, 1.464, 2.525], [5.385, 1.953, 1.275], [5.659, 1.239, -1.337], [3.636, 0.028, -2.582], [1.280, -0.484, -1.331], [1.026, 2.824, 4.306], [-0.383, 4.144, 0.431], [0.267, 2.496, 0.357], [-1.840, 1.635, 1.323], [-1.630, 5.751, 1.146], [-3.328, 4.997, 0.659], [-3.127, 6.135, 2.129], [-4.508, 3.904, 3.399], [-8.533, -2.728, -0.273], [-9.792, -3.756, -0.663], [-11.424, -3.024, -0.085], [-9.550, -5.421, 0.177], [-9.919, -4.056, -2.509], [-7.871, -2.060, 1.110], [-6.405, -0.953, 0.740], [-7.286, -3.422, 2.266], [-9.162, -1.026, 2.003], [-11.463, -2.973, 1.005], [-12.262, -3.639, -0.426], [-11.554, -2.015, -0.484], [-8.567, -5.833, -0.068], [-10.314, -6.130, -0.151], [-9.620, -5.322, 1.263], [-9.002, -4.512, -2.894], [-10.095, -3.123, -3.047], [-10.749, -4.734, -2.720], [-5.605, -1.512, 0.249], [-6.007, -0.540, 1.672], [-6.694, -0.119, 0.096], [-8.131, -4.010, 2.634], [-6.767, -2.996, 3.129], [-6.599, -4.097, 1.747], [-9.975, -1.655, 2.373], [-9.584, -0.277, 1.329], [-8.716, -0.508, 2.859], [9.723, 1.250, -4.727], [9.308, 1.056, -3.119], [10.852, 0.771, -2.085], [8.171, -0.427, -2.921], [8.423, 2.556, -2.425], [10.489, 0.359, -5.916], [10.584, 1.282, -7.545], [9.562, -1.248, -6.217], [12.244, -0.051, -5.383], [11.323, -0.179, -2.345], [10.601, 0.746, -1.021], [11.576, 1.573, -2.249], [7.304, -0.333, -3.581], [7.816, -0.502, -1.890], [8.694, -1.354, -3.170], [7.496, 2.751, -2.973], [9.054, 3.446, -2.483], [8.168, 2.387, -1.376], [9.586, 1.518, -7.922], [11.092, 0.665, -8.292], [11.145, 2.213, -7.437], [9.606, -1.893, -5.336], [10.000, -1.791, -7.058], [8.511, -1.047, -6.443], [12.241, -0.715, -4.515], [12.786, 0.861, -5.117], [12.786, -0.551, -6.192]], "lowdin_charge": [-0.13, -0.23, -0.17, -0.18, -0.18, -0.43, -0.01, -0.28, 0.01, -0.09, -0.02, -0.05, -0.06, -0.06, 0.00, 0.09, -0.38, 0.01, -0.08, -0.29, 0.95, -0.31, -0.36, 0.06, 0.08, 0.07, 0.09, 0.11, 0.10, 0.10, 0.13, 0.13, 0.11, 0.13, 0.09, 0.10, 0.08, 0.09, 0.10, 0.15, 0.11, 0.12, 0.12, 0.04, 0.04, 0.05, 0.05, -0.29, 0.37, -0.17, -0.17, -0.17, 0.37, -0.16, -0.16, -0.16, 0.02, 0.03, 0.04, 0.04, 0.03, 0.02, 0.03, 0.03, 0.03, 0.03, 0.02, 0.03, 0.02, 0.02, 0.04, 0.02, 0.04, 0.03, -0.29, 0.37, -0.16, -0.17, -0.17, 0.37, -0.17, -0.17, -0.17, 0.02, 0.03, 0.04, 0.03, 0.03, 0.02, 0.03, 0.03, 0.03, 0.03, 0.03, 0.03, 0.02, 0.03, 0.04, 0.02, 0.04, 0.03]}

---

[3]
{"formula": "C3H6OS2", "method": "ωB97M-V with the def2-TZVPD basis set", "e_homo_ha": -0.3363, "de_lowest_ev": 0.859, "multiplicity": 1, "energy_ha": -989.4970, "lumo_ev": 0.67, "orbital_gap_ha": 0.361, "smiles": "CSC(=O)CS", "symbols": ["C", "C", "C", "H", "H", "H", "H", "H", "H", "O", "S", "S"], "positions_angstrom": [[2.388, 0.340, 1.120], [0.020, -0.036, 0.289], [-1.396, 0.229, -0.196], [2.909, -0.375, 0.372], [2.146, -0.311, 1.971], [3.101, 1.088, 1.314], [-1.569, 1.180, -0.732], [-2.107, 0.342, 0.708], [-0.960, -2.044, -1.087], [0.456, -1.146, 0.473], [1.001, 1.381, 0.625], [-1.829, -1.000, -1.475]], "lowdin_charge": [-0.41, -0.84, -0.56, 0.09, 0.05, -0.01, 0.06, 0.11, -0.09, -0.04, 0.94, 0.68]}

---

[4]
{"formula": "C56H49BO10P", "method": "ωB97M-V with the def2-TZVPD basis set", "e_homo_ha": -0.4148, "multiplicity": 1, "energy_ha": -3281.8818, "lumo_ev": -2.90, "total_charge": 1, "orbital_gap_ha": 0.308, "symbols": ["C", "C", "O", "C", "C", "P", "C", "C", "C", "O", "B", "O", "O", "C", "C", "C", "C", "C", "C", "C", "H", "H", "H", "H", "H", "H", "H", "H", "H", "H", "H", "H", "H", "H", "H", "H", "H", "H", "H", "H", "H", "H", "H", "H", "H", "C", "C", "C", "C", "C", "C", "C", "O", "C", "C", "C", "C", "C", "C", "C", "O", "H", "H", "H", "H", "H", "H", "H", "H", "C", "C", "C", "C", "C", "C", "C", "O", "C", "C", "C", "C", "C", "C", "C", "O", "H", "H", "H", "H", "H", "H", "H", "H", "C", "C", "C", "C", "C", "C", "C", "O", "C", "C", "C", "C", "C", "C", "C", "O", "H", "H", "H", "H", "H", "H", "H", "H"], "positions_angstrom": [[-0.594, 4.337, 4.564], [-1.815, 3.553, 4.065], [-1.523, 2.746, 2.923], [-2.050, 3.261, 1.725], [-1.510, 2.407, 0.589], [0.267, 2.564, 0.216], [0.964, 4.080, 0.892], [2.233, 4.545, 0.157], [2.159, 6.000, -0.346], [0.872, 6.382, -0.814], [0.446, 2.601, -1.757], [0.888, 1.455, -2.349], [0.136, 3.755, -2.369], [-1.197, 4.116, -2.783], [1.121, 1.142, 0.884], [0.595, -0.133, 0.649], [1.265, -1.254, 1.116], [2.464, -1.111, 1.803], [2.988, 0.155, 2.032], [2.319, 1.285, 1.581], [0.213, 4.239, 3.837], [-0.220, 3.941, 5.506], [-0.806, 5.398, 4.681], [-2.164, 2.882, 4.851], [-2.638, 4.235, 3.843], [-1.830, 4.329, 1.610], [-3.143, 3.164, 1.711], [-2.085, 2.619, -0.316], [-1.690, 1.360, 0.841], [0.182, 4.838, 0.866], [1.164, 3.869, 1.944], [2.485, 3.888, -0.680], [3.082, 4.487, 0.842], [2.848, 6.116, -1.182], [2.492, 6.686, 0.437], [0.426, 6.886, -0.128], [1.790, 1.557, -2.685], [-1.687, 4.677, -1.986], [-1.780, 3.233, -3.047], [-1.098, 4.762, -3.651], [-0.327, -0.256, 0.094], [0.862, -2.240, 0.922], [3.003, -1.985, 2.145], [3.933, 0.269, 2.547], [2.749, 2.261, 1.767], [-9.208, 0.722, 3.003], [-9.650, -0.591, 3.122], [-8.752, -1.605, 3.408], [-7.404, -1.311, 3.568], [-6.957, 0.006, 3.433], [-7.865, 1.020, 3.157], [-5.514, 0.345, 3.571], [-5.120, 1.490, 3.470], [-4.562, -0.769, 3.842], [-3.205, -0.485, 3.929], [-2.301, -1.501, 4.189], [-2.750, -2.805, 4.372], [-4.101, -3.094, 4.283], [-5.010, -2.079, 4.011], [-6.460, -2.419, 3.894], [-6.849, -3.553, 4.055], [-9.915, 1.512, 2.788], [-10.699, -0.822, 2.995], [-9.082, -2.629, 3.511], [-7.508, 2.036, 3.066], [-2.868, 0.534, 3.786], [-1.243, -1.278, 4.253], [-2.043, -3.596, 4.584], [-4.466, -4.102, 4.420], [-2.555, 0.807, -4.976], [-1.301, 0.636, -4.396], [-0.956, -0.577, -3.823], [-1.878, -1.616, -3.813], [-3.141, -1.440, -4.376], [-3.475, -0.227, -4.965], [-4.157, -2.536, -4.351], [-5.250, -2.379, -4.847], [-3.776, -3.817, -3.692], [-4.713, -4.839, -3.619], [-4.379, -6.041, -3.021], [-3.105, -6.231, -2.496], [-2.167, -5.215, -2.561], [-2.499, -4.003, -3.154], [-1.482, -2.917, -3.193], [-0.372, -3.068, -2.727], [-2.815, 1.751, -5.439], [-0.589, 1.450, -4.407], [0.017, -0.731, -3.381], [-4.454, -0.111, -5.409], [-5.698, -4.679, -4.036], [-5.110, -6.836, -2.964], [-2.845, -7.174, -2.035], [-1.173, -5.348, -2.158], [11.541, -3.138, -0.687], [11.521, -3.319, -2.065], [10.419, -2.922, -2.804], [9.327, -2.348, -2.165], [9.342, -2.179, -0.778], [10.455, -2.570, -0.043], [8.176, -1.596, -0.061], [8.179, -1.434, 1.140], [6.983, -1.213, -0.876], [5.865, -0.706, -0.227], [4.751, -0.334, -0.958], [4.752, -0.464, -2.344], [5.862, -0.970, -2.996], [6.980, -1.351, -2.263], [8.161, -1.916, -2.984], [8.159, -2.015, -4.191], [12.406, -3.444, -0.114], [12.368, -3.770, -2.564], [10.392, -3.052, -3.877], [10.455, -2.427, 1.028], [5.887, -0.610, 0.850], [3.880, 0.060, -0.452], [3.878, -0.180, -2.917], [5.877, -1.083, -4.071]], "lowdin_charge": [-0.05, -0.23, -0.17, -0.26, -0.21, 1.16, -0.26, -0.19, -0.23, -0.06, -0.69, 0.15, 0.02, -0.01, -0.31, -0.07, -0.05, -0.06, -0.08, -0.07, 0.05, 0.08, 0.08, 0.12, 0.12, 0.12, 0.13, 0.10, 0.10, 0.09, 0.08, 0.10, 0.12, 0.12, 0.12, 0.09, 0.13, 0.10, 0.08, 0.11, 0.11, 0.12, 0.12, 0.12, 0.10, -0.05, -0.05, 0.00, -0.08, -0.09, 0.00, -0.28, 0.09, -0.08, -0.01, -0.06, -0.05, 0.00, -0.08, -0.28, 0.12, 0.11, 0.11, 0.12, 0.12, 0.10, 0.10, 0.11, 0.12, -0.05, -0.07, -0.01, -0.08, -0.08, 0.00, -0.28, 0.12, -0.08, 0.00, -0.05, -0.05, 0.00, -0.09, -0.28, 0.10, 0.11, 0.10, 0.11, 0.12, 0.12, 0.11, 0.11, 0.12, -0.05, -0.05, 0.00, -0.08, -0.08, 0.00, -0.28, 0.11, -0.08, 0.00, -0.06, -0.06, 0.00, -0.08, -0.28, 0.12, 0.11, 0.11, 0.12, 0.12, 0.11, 0.08, 0.10, 0.12]}